Arrangement a

Density functional theory data (ωB97M-V with the def2-TZVPD basis set) for C6H11NO in the gas phase.

Output
**SMILES**: C/C=C(N)/C(C)=C\O
**Kohn-Sham gap**: 8.48 eV
**Molecular weight**: 113.16 u

Structure (XYZ):
```
19
C6H11NO ωB97M-V with the def2-TZVPD basis set
C 2.5171 -0.0919 -0.3442
C 1.0707 0.2364 -0.5834
C 0.1337 0.3820 0.4559
N 0.4420 0.7458 1.7559
C -1.1531 0.0538 0.0025
C -2.4527 0.6605 0.4338
C -0.9889 -0.8306 -1.0681
O -0.4761 -2.1058 -0.8820
H 2.9428 -0.5842 -1.2220
H 3.1284 0.7998 -0.1565
H 2.6379 -0.7633 0.5089
H 0.8551 0.7195 -1.5257
H -0.1673 0.4256 2.4911
H 1.3985 0.9910 1.9526
H -3.1413 0.7156 -0.4145
H -2.9510 0.0641 1.2055
H -2.3111 1.6701 0.8247
H -1.7018 -0.8218 -1.8991
H 0.2171 -2.2666 -1.5354
```

=====

Arrangement b

Density functional theory data (ωB97M-V with the def2-TZVPD basis set) for a molecular structure, C6H11NO.

Output
**Kohn-Sham gap**: 6.03 eV
**Molecular weight**: 113.16 u

Structure (XYZ):
```
19
C6H11NO ωB97M-V with the def2-TZVPD basis set
C 0.6967 -1.7077 0.9006
N 0.9252 -1.5152 -0.4194
C 1.3496 -0.2788 -0.9404
C 0.2220 0.3628 -1.7029
C -0.5045 1.2854 -0.7319
C -1.1643 0.3740 0.3137
C -1.0254 0.3114 1.7593
O -0.2531 -2.3074 1.4556
H 1.4242 -1.3510 1.6929
H 2.0095 -0.5202 -1.7559
H 1.8796 0.3890 -0.2690
H -0.4936 -0.3900 -2.0778
H 0.5395 0.9780 -2.5602
H 0.2745 1.8398 -0.1347
H -1.1184 1.9724 -1.3067
H -2.2062 -0.0916 0.0879
H -0.9621 1.2209 2.3921
H -0.1185 -0.0469 0.9410
H -1.4748 -0.5250 2.3558
```

=====

Arrangement c

Density functional theory data (ωB97M-V with the def2-TZVPD basis set) for C6H11NO in the gas phase.

Output
**SMILES**: [H]/N=C/[C@H]1O[C@H]1C(C)C
**Kohn-Sham gap**: 9.23 eV
**Molecular weight**: 113.16 u

Structure (XYZ):
```
19
C6H11NO ωB97M-V with the def2-TZVPD basis set
H -2.4679 0.2322 -1.3856
N -1.4716 0.0290 -1.3984
C -1.2235 -1.2674 -1.4228
C 0.0517 -1.7879 -1.1761
O 1.2299 -1.0185 -1.2212
C 0.8565 -0.8049 0.0979
C 0.3269 0.4550 0.4906
C 0.9953 1.6887 -0.1160
C -0.0339 0.5811 1.9610
H -2.0235 -2.0101 -1.4259
H 0.2065 -2.8603 -1.1457
H 1.1844 -1.5570 0.8105
H -0.7269 0.4515 -0.3059
H 1.9527 1.8877 0.3752
H 1.1717 1.5514 -1.1815
H 0.3620 2.5680 0.0156
H -0.5202 -0.3224 2.3345
H -0.7211 1.4148 2.1159
H 0.8509 0.7693 2.5778
```

=====

Arrangement d

Density functional theory data (ωB97M-V with the def2-TZVPD basis set) for 2 unconnected molecules or ions with the total composition C6H11NO.

Output
**SMILES**: C=CC(=C)C.[H]/N=C\O
**Kohn-Sham gap**: 6.92 eV
**Molecular weight**: 113.16 u

Structure (XYZ):
```
19
C6H11NO ωB97M-V with the def2-TZVPD basis set
C -0.4509 -0.2540 2.2002
C 0.0138 0.3461 1.0811
C 0.5455 -0.4138 -0.1823
C 1.9457 -0.3142 -0.2520
C -0.0358 -1.8211 -0.2726
H -0.1812 0.0759 3.1933
H -0.8575 -1.2548 2.2095
H 0.6864 1.1850 1.2833
H 2.5879 -0.2546 0.6123
H 2.4426 -0.4454 -1.2029
H -1.1221 -1.8063 -0.1705
H 0.3482 -2.3238 -1.1584
H 0.3048 -2.4579 0.5440
H 0.6198 1.3792 -1.9910
N -0.1776 0.9798 -1.5258
C -1.3482 1.2603 -0.9525
O -1.9262 2.4584 -1.1656
H -2.1289 0.5018 -0.9660
H -1.2662 3.1594 -1.2843
```

=====

Stability ranking, top and bottom: arrangement a is the most stable and arrangement b is the least stable.

=====

Arrangement a

Density functional theory data (ωB97M-V with the def2-TZVPD basis set) for C6H11NO in the gas phase.

Output
**Kohn-Sham gap**: 5.62 eV
**Molecular weight**: 113.16 u

Structure (XYZ):
```
19
C6H11NO ωB97M-V with the def2-TZVPD basis set
C 0.7359 -1.4159 0.8046
N 0.9629 -1.2424 -0.5041
C 1.3717 0.0147 -1.0645
C 0.1897 0.7284 -1.8069
C -0.5183 1.6511 -0.7701
C -1.2394 0.7714 0.1684
C -1.1837 0.8328 1.6622
O -0.1665 -2.0739 1.3353
H 1.4964 -0.8339 1.4098
H 2.2538 -0.1692 -1.6752
H 1.7844 0.7252 -0.2760
H -0.5206 -0.0356 -2.1367
H 0.6005 1.3140 -2.6570
H 0.1827 2.3430 -0.2354
H -1.1281 2.3641 -1.3188
H -2.2596 0.7100 -0.3489
H -1.2678 1.8065 2.1584
H -0.1326 0.7093 1.1516
H -1.5571 -0.1037 2.0939
```

=====

Arrangement b

Density functional theory data (ωB97M-V with the def2-TZVPD basis set) for a molecular structure, C6H11NO.

Output
**Kohn-Sham gap**: 5.25 eV
**Molecular weight**: 113.16 u

Structure (XYZ):
```
19
C6H11NO ωB97M-V with the def2-TZVPD basis set
C -1.7813 -0.5380 -1.3267
C -1.1130 -1.0665 -0.0384
C 0.2999 -0.8872 -0.1966
C 1.0162 -0.0252 0.6812
C 2.2794 0.3498 0.6925
C 2.5922 1.7192 1.4697
O 1.7701 2.1062 2.4362
N -3.2737 -0.8514 -1.0466
H -1.4141 -1.2900 -2.0087
H -1.1207 0.3102 -1.6719
H -1.3852 -2.1322 -0.0261
H -1.6890 -0.6237 0.8040
H 0.7411 -1.4133 -0.9516
H 0.3244 0.4850 1.3745
H 2.8944 0.0361 -0.1383
H 2.7894 2.3854 0.5998
H 3.5753 1.5396 1.9495
H -3.9197 -0.3262 -1.7061
H -2.5860 0.2223 -0.8964
```

=====

Arrangement c

Density functional theory data (ωB97M-V with the def2-TZVPD basis set) for 2 unconnected molecules or ions with the total composition C6H11NO.

Output
**SMILES**: Cc1cc[nH]c1C.O
**Kohn-Sham gap**: 8.47 eV
**Molecular weight**: 113.16 u

Structure (XYZ):
```
19
C6H11NO ωB97M-V with the def2-TZVPD basis set
C -1.4924 -1.8673 1.1794
C -1.5173 -0.6329 0.2997
C -2.4341 0.4456 0.3416
C -2.0246 1.3585 -0.5866
N -0.9295 0.8444 -1.2268
C -0.5909 -0.3626 -0.6782
C 0.6674 -1.0941 -1.0151
H -1.3589 -2.7448 0.5545
H -0.6556 -1.7693 1.8615
H -2.4459 -2.0328 1.6728
H -3.3053 0.5791 0.9656
H -2.4579 2.2885 -0.9080
H -0.2747 1.3965 -1.7508
H 0.5283 -2.1360 -0.7339
H 1.5802 -0.6570 -0.6131
H 0.7483 -1.1690 -2.1094
O 5.9823 1.2891 1.3594
H 5.0632 0.9920 1.2618
H 6.1791 2.0025 0.7371
```

=====

Stability ranking, top and bottom: arrangement c is the most stable and arrangement b is the least stable.

=====

Arrangement a

Density functional theory data (ωB97M-V with the def2-TZVPD basis set) for C2H5N3O in the gas phase.

Output
**SMILES**: C=NN/C=N/O
**Kohn-Sham gap**: 8.30 eV
**Molecular weight**: 87.08 u

Structure (XYZ):
```
11
C2H5N3O ωB97M-V with the def2-TZVPD basis set
C 1.6211 0.7919 1.1037
N 1.5708 -0.5861 1.0672
N 0.7689 -0.9678 0.0402
C -0.4429 -0.6394 -0.5484
N -1.3402 0.3337 -0.0941
O -2.2645 0.4468 -1.1215
H 2.2941 1.2434 1.8730
H 0.7582 1.3518 0.4723
H 0.8485 -2.0324 -0.4365
H -0.9881 -1.2635 -1.4562
H -2.8260 1.3215 -0.8997
```

=====

Arrangement b

Density functional theory data (ωB97M-V with the def2-TZVPD basis set) for a molecular structure, C2H5N3O.

Output
**Kohn-Sham gap**: 10.29 eV
**Molecular weight**: 87.08 u

Structure (XYZ):
```
11
C2H5N3O ωB97M-V with the def2-TZVPD basis set
C -0.3238 1.0269 -0.2560
C 0.8890 -0.6026 0.8974
H -0.7904 -0.6140 -1.7891
H -1.5914 -2.0269 -0.5026
H 0.1000 1.6154 0.5302
H -1.4594 2.4927 -1.2156
H 1.1965 -1.8265 0.9269
N -0.4857 -1.4769 -0.9350
N -0.0711 -0.3833 -0.0521
N -1.2610 1.4646 -1.1111
O 1.4848 0.0728 1.6111
```

=====

Stability ranking, top and bottom: arrangement b is the most stable and arrangement a is the least stable.

=====

Arrangement a

Density functional theory data (ωB97M-V with the def2-TZVPD basis set) for C2H5N3O in the gas phase.

Output
**SMILES**: [H]/N=C\NC(N)=O
**Kohn-Sham gap**: 10.54 eV
**Molecular weight**: 87.08 u

Structure (XYZ):
```
11
C2H5N3O ωB97M-V with the def2-TZVPD basis set
H -2.7463 -0.9051 -0.0175
N -2.6914 0.1169 -0.0089
C -1.5389 0.6259 -0.0271
N -0.3088 -0.1269 -0.0815
C 1.0229 0.3927 -0.0712
N 2.0142 -0.5673 -0.0295
O 1.2546 1.5998 -0.0443
H -1.3623 1.6795 0.1263
H -0.4529 -1.1064 -0.1318
H 2.9133 -0.1386 0.2126
H 1.8955 -1.5705 0.0728
```

=====

Arrangement b

Density functional theory data (ωB97M-V with the def2-TZVPD basis set) for C2H5N3O in the gas phase.

Output
**SMILES**: N/N=C\NC=O
**Kohn-Sham gap**: 10.07 eV
**Molecular weight**: 87.08 u

Structure (XYZ):
```
11
C2H5N3O ωB97M-V with the def2-TZVPD basis set
N 1.8073 -1.0603 0.1490
N 1.7172 0.2092 -0.3029
C 0.7716 1.0906 -0.1110
N -0.5364 0.6800 0.4257
C -1.3309 -0.2933 -0.3115
O -2.4884 -0.4357 0.0142
H 2.6559 -1.1884 0.6787
H 0.6966 -1.2372 0.5442
H 0.8234 2.0281 -0.6752
H -0.9104 1.1660 1.2661
H -0.9193 -0.8677 -1.2949
```

=====

Arrangement c

Density functional theory data (ωB97M-V with the def2-TZVPD basis set) for C2H5N3O in the gas phase.

Output
**SMILES**: NN1N=CCO1
**Kohn-Sham gap**: 9.76 eV
**Molecular weight**: 87.08 u

Structure (XYZ):
```
11
C2H5N3O ωB97M-V with the def2-TZVPD basis set
N -2.0982 -0.1628 -0.1907
N -0.9127 0.1784 0.3723
N -0.1876 1.3544 -0.0632
C 1.0400 1.0149 -0.0676
C 1.2822 -0.4217 0.1844
O 0.0013 -0.8872 0.0672
H -2.0484 -0.3471 -1.2103
H -2.5102 -0.9250 0.2835
H 1.9068 1.6386 -0.2341
H 2.0720 -1.0177 -0.3798
H 1.4549 -0.4246 1.2383
```

=====

Stability ranking, top and bottom: arrangement a is the most stable and arrangement c is the least stable.

=====

Arrangement a

Density functional theory data (ωB97M-V with the def2-TZVPD basis set) for C2H5N3O in the gas phase.

Output
**SMILES**: [H]/N=C\N/C=N/O
**Kohn-Sham gap**: 9.65 eV
**Molecular weight**: 87.08 u

Structure (XYZ):
```
11
C2H5N3O ωB97M-V with the def2-TZVPD basis set
H 2.8682 -1.2026 0.5474
N 2.8071 -0.2004 0.1361
C 1.6064 0.2880 -0.0808
N 0.4248 -0.3846 -0.1894
C -0.8272 0.0793 0.0210
N -1.8684 -0.6656 -0.0691
O -3.0804 -0.0408 0.1162
H 1.4628 1.4144 -0.3203
H 0.4166 -1.3875 -0.3372
H -0.9239 1.1397 0.1655
H -2.8861 0.9603 0.0106
```

=====

Arrangement b

Density functional theory data (ωB97M-V with the def2-TZVPD basis set) for C2H5N3O in the gas phase.

Output
**SMILES**: C=NO/C=N/N
**Kohn-Sham gap**: 9.84 eV
**Molecular weight**: 87.08 u

Structure (XYZ):
```
11
C2H5N3O ωB97M-V with the def2-TZVPD basis set
C 2.8208 -0.1852 0.0537
N 1.5106 -0.4792 -0.1835
O 0.6995 0.6598 -0.0178
C -0.5901 0.5476 -0.1261
N -1.2089 -0.5849 -0.1163
N -2.6559 -0.0740 0.0459
H 3.5894 -1.0603 0.0605
H 3.2422 0.7637 0.1922
H -1.2088 1.4519 -0.1993
H -2.9108 -0.6015 0.9101
H -3.2880 -0.4381 -0.6194
```

=====

Stability ranking, top and bottom: arrangement a is the most stable and arrangement b is the least stable.

=====

Arrangement a

Density functional theory data (ωB97M-V with the def2-TZVPD basis set) for C2H5N5O in the gas phase.

Output
**SMILES**: [H]/N=c1/nc(N)on1N
**Kohn-Sham gap**: 9.28 eV
**Molecular weight**: 115.10 u

Structure (XYZ):
```
13
C2H5N5O ωB97M-V with the def2-TZVPD basis set
H -2.7973 -0.9874 -0.1816
N -1.9753 -1.5415 -0.1196
C -0.8617 -0.9065 -0.1625
N 0.4313 -1.2855 0.0403
C 1.1539 -0.1839 -0.0141
N 2.4462 -0.2829 0.0857
O 0.6852 0.9618 -0.4315
N -0.9048 0.4814 -0.6223
N -1.5139 1.2194 0.2900
H 3.0589 -1.3090 -0.1661
H 3.2435 0.4475 -0.1071
H -1.3386 1.1666 1.3739
H -1.6274 2.2198 0.0150
```

=====

Arrangement b

Density functional theory data (ωB97M-V with the def2-TZVPD basis set) for 2 unconnected molecules or ions with the total composition C2H5N5O.

Output
**Kohn-Sham gap**: 9.02 eV
**Molecular weight**: 115.10 u

Structure (XYZ):
```
13
C2H5N5O ωB97M-V with the def2-TZVPD basis set
C -2.1832 -0.3990 -0.0033
C 0.1137 -0.2864 -0.1962
H -1.7872 -0.9752 0.9707
H -2.3188 -1.4045 -0.6148
H -3.0308 0.3501 -0.0804
H 2.3448 2.2319 -0.4963
H 0.8739 2.2046 1.2638
N 0.2597 -1.5601 -0.2198
N 1.6656 -1.8977 0.0735
N 2.2904 -0.7461 -0.0329
N 1.3750 0.3010 -0.3984
N 1.3679 1.6951 -0.0303
O -0.9708 0.4863 -0.2356
```

=====

Arrangement c

Density functional theory data (ωB97M-V with the def2-TZVPD basis set) for C2H5N5O in the gas phase.

Output
**SMILES**: Nc1nnc(N)n1O
**Kohn-Sham gap**: 8.98 eV
**Molecular weight**: 115.10 u

Structure (XYZ):
```
13
C2H5N5O ωB97M-V with the def2-TZVPD basis set
N -2.3756 0.1405 0.0290
C -1.0819 -0.4673 0.0423
N -0.7282 -1.6906 -0.0528
N 0.6391 -1.6856 -0.1585
C 1.0441 -0.4736 -0.0535
N 2.3452 0.0646 -0.0862
N 0.0029 0.3499 0.1021
O 0.0212 1.6711 -0.2656
H -2.4170 0.6151 -0.8329
H -3.0518 -0.5712 0.1329
H 2.9549 -0.7644 -0.1590
H 2.5309 0.6794 0.7185
H 0.1162 2.1321 0.5836
```

=====

Stability ranking, top and bottom: arrangement c is the most stable and arrangement b is the least stable.

=====

Arrangement a

Density functional theory data (ωB97M-V with the def2-TZVPD basis set) for C2HClN2O in the gas phase.

Output
**SMILES**: O=CN=C=NCl
**Kohn-Sham gap**: 9.62 eV
**Molecular weight**: 104.50 u

Structure (XYZ):
```
7
C2HClN2O ωB97M-V with the def2-TZVPD basis set
O 0.3995 0.6827 -1.1920
C 0.5006 0.7536 0.0098
N -0.3423 1.3698 0.9221
C -1.5423 1.3759 0.6536
N -2.3075 0.9724 -0.2000
Cl -3.5628 -0.1569 -0.3684
H 1.3409 0.3763 0.4987
```

=====

Arrangement b

Density functional theory data (ωB97M-V with the def2-TZVPD basis set) for a molecular structure, C2HClN2O.

Output
**Kohn-Sham gap**: 8.46 eV
**Molecular weight**: 104.50 u

Structure (XYZ):
```
7
C2HClN2O ωB97M-V with the def2-TZVPD basis set
C 1.2587 0.3772 0.0839
C -0.6008 0.1475 -0.4285
N -1.1250 -0.9839 -0.0744
N -1.2187 -2.1071 -0.0128
O 2.0778 -0.4702 0.1389
Cl -1.4569 1.6299 0.0857
H 1.0650 1.4068 0.2072
```

=====

Stability ranking, top and bottom: arrangement a is the most stable and arrangement b is the least stable.

=====

Arrangement a

Density functional theory data (ωB97M-V with the def2-TZVPD basis set) for CH3INP in the gas phase.

Output
**SMILES**: [H]/P=N/CI
**Kohn-Sham gap**: 8.47 eV
**Molecular weight**: 186.92 u

Structure (XYZ):
```
7
CH3INP ωB97M-V with the def2-TZVPD basis set
H 1.3574 -1.5630 -1.7530
P 0.2224 -0.8482 -1.4964
N 0.6543 -0.2370 -0.1508
C -0.2187 0.4450 0.7523
I -1.7130 1.8282 -0.1125
H -0.7467 -0.5222 1.3740
H 0.4443 0.8972 1.3863
```

=====

Arrangement b

Density functional theory data (ωB97M-V with the def2-TZVPD basis set) for a molecular structure, CH3INP.

Output
**Kohn-Sham gap**: 8.50 eV
**Molecular weight**: 186.92 u

Structure (XYZ):
```
7
CH3INP ωB97M-V with the def2-TZVPD basis set
C 1.1693 -0.9615 -0.7880
N 0.7203 0.2746 -0.2395
P -0.4265 0.3210 0.9211
I 0.4517 -2.6486 0.5211
H 0.7770 -0.9061 -1.8203
H 2.2099 -1.0202 -0.9012
H -0.3651 1.8694 0.7962
```

=====

Stability ranking, top and bottom: arrangement b is the most stable and arrangement a is the least stable.